Formula: C26H37Cl10F3O15
Source: the OMol25 dataset
Level of theory: the ωB97M-V functional and the def2-TZVPD basis

Each atom is followed by the atoms it is bonded to, with distances in Å.
CARTESIAN COORDINATES (ANGSTROEM)
1 O -2.90 3.33 3.98  C2 1.187
2 C -3.43 2.52 3.29  O1 1.187, O3 1.354, O7 1.378
3 O -3.79 1.27 3.67  C2 1.354, C4 1.395
4 C -4.14 0.55 2.54  O3 1.395, C5 1.532, H8 1.091, H9 1.094
5 C -3.85 1.49 1.36  C4 1.532, F6 1.336, O7 1.374, H10 1.106
6 F -4.98 1.63 0.68  C5 1.336
7 O -3.44 2.67 1.92  C2 1.378, C5 1.374
8 H -3.47 -0.31 2.59  C4 1.091
9 H -5.19 0.24 2.48  C4 1.094
10 H -3.07 1.16 0.65  C5 1.106
11 O -0.46 -3.25 -3.79  C12 1.195
12 C 0.66 -2.86 -3.63  O11 1.195, O13 1.362, O17 1.318
13 O 1.05 -2.09 -2.57  C12 1.362, C14 1.438
14 C 2.44 -1.76 -2.77  O13 1.438, C15 1.504, H18 1.108, H19 1.101
15 C 2.87 -2.71 -3.86  C14 1.504, F16 1.371, O17 1.434, H20 1.105
16 F 3.47 -3.84 -3.36  C15 1.371
17 O 1.64 -3.18 -4.45  C12 1.318, C15 1.434
18 H 2.60 -0.70 -3.02  C14 1.108
19 H 2.96 -2.00 -1.83  C14 1.101
20 H 3.48 -2.29 -4.68  C15 1.105
21 O -2.92 -2.69 6.33  C22 1.183
22 C -2.91 -2.96 5.18  O21 1.183, O23 1.354, O27 1.375
23 O -3.98 -2.72 4.39  C22 1.354, C24 1.418
24 C -3.65 -3.16 3.09  O23 1.418, C25 1.519, H28 1.100, H29 1.071
25 C -2.14 -3.27 3.09  C24 1.519, F26 1.385, O27 1.416, H30 1.080
26 F -1.53 -2.14 2.57  C25 1.385
27 O -1.86 -3.48 4.46  C22 1.375, C25 1.416
28 H -4.10 -4.12 2.78  C24 1.100
29 H -4.02 -2.43 2.39  C24 1.071
30 H -1.71 -4.13 2.59  C25 1.080
31 O 1.01 4.16 -3.92  C32 1.201
32 C 1.27 3.20 -4.59  O31 1.201, C33 1.536, O36 1.333
33 C 1.91 1.90 -4.09  C32 1.536, C34 1.544, H37 1.100, H38 1.076
34 C 1.41 0.92 -5.18  C33 1.544, C35 1.509, H39 1.094, H40 1.095
35 C 1.27 1.79 -6.40  C34 1.509, O36 1.458, H41 1.099, H42 1.098
36 O 0.84 3.07 -5.84  C32 1.333, C35 1.458
37 H 3.00 2.06 -4.08  C33 1.100
38 H 1.52 1.73 -3.10  C33 1.076
39 H 2.12 0.10 -5.30  C34 1.094
40 H 0.44 0.51 -4.87  C34 1.095
41 H 2.21 2.07 -6.91  C35 1.099
42 H 0.57 1.33 -7.11  C35 1.098
43 O 4.70 1.84 -1.80  C44 1.179
44 C 4.35 2.27 -0.76  O43 1.179, C45 1.510, O48 1.369
45 C 5.14 2.96 0.32  C44 1.510, C46 1.539, H49 1.105, H50 1.098
46 C 4.04 3.68 1.12  C45 1.539, C47 1.488, H51 1.080, H52 1.077
47 C 2.84 2.84 0.88  C46 1.488, O48 1.453, H53 1.089, H54 1.089
48 O 3.02 2.22 -0.42  C44 1.369, C47 1.453
49 H 5.64 2.18 0.92  C45 1.105
50 H 5.89 3.66 -0.08  C45 1.098
51 H 4.25 3.79 2.18  C46 1.080
52 H 3.98 4.68 0.71  C46 1.077
53 H 2.63 2.11 1.66  C47 1.089
54 H 1.94 3.45 0.85  C47 1.089
55 O 0.26 0.42 2.48  C56 1.217
56 C -0.02 0.63 1.31  O55 1.217, C57 1.527, O60 1.356
57 C 0.06 -0.28 0.09  C56 1.527, C58 1.515, H61 1.098, H62 1.087
58 C -0.80 0.44 -0.93  C57 1.515, C59 1.525, H63 1.092, H64 1.087
59 C -0.59 1.89 -0.52  C58 1.525, O60 1.454, H65 1.094, H66 1.074
60 O -0.47 1.85 0.93  C56 1.356, C59 1.454
61 H 1.12 -0.40 -0.19  C57 1.098
62 H -0.31 -1.27 0.34  C57 1.087
63 H -0.54 0.11 -1.94  C58 1.092
64 H -1.84 0.15 -0.84  C58 1.087
65 H 0.33 2.28 -0.96  C59 1.094
66 H -1.33 2.63 -0.78  C59 1.074
67 Cl -2.85 -0.80 -3.60  C68 1.762
68 C -2.78 -1.52 -5.21  Cl67 1.762, Cl69 1.796, H70 1.096, H71 1.091
69 Cl -3.23 -0.33 -6.49  C68 1.796
70 H -1.80 -1.97 -5.38  C68 1.096
71 H -3.42 -2.40 -5.27  C68 1.091
72 Cl 0.93 -1.69 6.61  C73 1.760
73 C 0.20 -0.67 5.38  Cl72 1.760, Cl74 1.749, H75 1.087, H76 1.080
74 Cl -1.21 0.24 5.86  C73 1.749
75 H 0.99 0.01 5.05  C73 1.087
76 H -0.04 -1.36 4.58  C73 1.080
77 Cl 2.10 -3.20 0.51  C78 1.716
78 C 2.16 -3.13 2.22  Cl77 1.716, Cl79 1.724, H80 1.074, H81 1.085
79 Cl 1.08 -4.21 3.03  C78 1.724
80 H 3.19 -3.37 2.44  C78 1.074
81 H 2.00 -2.11 2.52  C78 1.085
82 Cl 1.28 2.74 6.28  C83 1.811
83 C 0.61 3.14 4.64  Cl82 1.811, Cl84 1.790, H85 1.078, H86 1.081
84 Cl 1.65 4.35 3.83  C83 1.790
85 H 0.58 2.26 4.01  C83 1.078
86 H -0.37 3.58 4.78  C83 1.081
87 Cl -4.07 -1.71 -0.36  C88 1.761
88 C -3.38 -3.15 -1.12  Cl87 1.761, Cl89 1.752, H90 1.075, H91 1.092
89 Cl -1.76 -3.54 -0.58  C88 1.752
90 H -4.02 -3.96 -0.82  C88 1.075
91 H -3.31 -2.94 -2.19  C88 1.092

SMILES = O=C1OC[C@@H](F)O1.O=C1OC[C@@H](F)O1.O=C1OC[C@@H](F)O1.O=C1CCCO1.O=C1CCCO1.O=C1CCCO1.ClCCl.ClCCl.ClCCl.ClCCl.ClCCl
HOMO-LUMO gap = 0.3781 hartree